(1)
Density functional theory data (the ωB97M-V functional and the def2-TZVPD basis) for 3 unconnected molecules or ions with the total composition C32H62F2NO8 in a non-equilibrium geometry.

Output
Energy above the lowest of the compared OMol25 structures with the same formula, charge and spin in kJ/mol: 6.7
Multiplicity: 1
Kohn-Sham gap in eV: 7.03
F_max in eV/A: 2.08
Energy in Eh: -2113.00395
HOMO level in eV: -4.922
Net charge: -1

Last column: Löwdin charge in e.
Element x y z (Å)
1 C 5.624 -0.800 1.584  -0.123
2 C 5.288 -1.295 0.176  -0.251
3 C 6.223 -0.729 -0.917  -0.224
4 C 5.493 0.054 -2.021  -0.208
5 C 5.153 1.510 -1.620  -0.200
6 C 3.654 1.854 -1.699  -0.197
7 C 3.148 2.858 -0.648  -0.218
8 C 2.262 3.954 -1.253  -0.212
9 C 1.456 4.804 -0.242  -0.194
10 C -0.084 4.817 -0.450  -0.197
11 C -0.945 3.956 0.497  -0.213
12 C -2.120 3.223 -0.178  -0.208
13 C -1.785 2.224 -1.306  -0.186
14 C -0.740 1.158 -0.992  -0.159
15 C -1.311 -0.112 -0.358  -0.147
16 N -2.305 -0.790 -1.210  -0.019
17 C -3.436 -1.243 -0.500  -0.354
18 F -3.078 -2.063 0.625  -0.052
19 C -4.320 -0.129 0.047  -0.173
20 C -5.097 0.582 -1.069  -0.083
21 C -1.779 -1.741 -2.247  -0.365
22 C -2.768 -1.759 -3.409  -0.028
23 C -1.580 -3.142 -1.645  -0.088
24 C -0.862 -4.138 -2.562  -0.342
25 C 0.450 -4.689 -2.037  -0.046
26 F -1.736 -5.247 -2.783  -0.082
27 C -0.372 -1.235 -2.773  -0.733
28 O -0.392 -0.513 -3.754  -0.008
29 O 0.604 -1.596 -2.106  -0.028
30 H 6.674 -0.995 1.834  0.066
31 H 5.458 0.280 1.657  0.065
32 H 4.996 -1.281 2.338  0.066
33 H 4.255 -1.032 -0.063  0.104
34 H 5.324 -2.389 0.166  0.100
35 H 6.953 -0.062 -0.440  0.098
36 H 6.805 -1.540 -1.365  0.098
37 H 6.112 0.053 -2.925  0.099
38 H 4.562 -0.465 -2.266  0.106
39 H 5.716 2.193 -2.266  0.104
40 H 5.505 1.691 -0.596  0.092
41 H 3.426 2.256 -2.694  0.111
42 H 3.077 0.928 -1.626  0.106
43 H 2.584 2.320 0.118  0.103
44 H 3.994 3.325 -0.127  0.105
45 H 2.913 4.598 -1.854  0.107
46 H 1.571 3.485 -1.961  0.104
47 H 1.820 5.835 -0.278  0.094
48 H 1.678 4.449 0.771  0.100
49 H -0.443 5.849 -0.389  0.099
50 H -0.284 4.500 -1.476  0.091
51 H -1.351 4.598 1.287  0.101
52 H -0.316 3.228 1.012  0.094
53 H -2.696 2.712 0.603  0.094
54 H -2.796 3.982 -0.591  0.106
55 H -1.479 2.786 -2.195  0.103
56 H -2.705 1.708 -1.599  0.086
57 H -0.004 1.555 -0.292  0.097
58 H -0.187 0.896 -1.893  0.092
59 H -0.488 -0.800 -0.151  0.115
60 H -1.769 0.132 0.606  0.113
61 H -4.019 -1.899 -1.150  0.134
62 H -5.001 -0.589 0.768  0.103
63 H -3.701 0.575 0.608  0.084
64 H -4.774 0.232 -2.053  0.069
65 H -6.171 0.391 -0.994  0.057
66 H -4.944 1.662 -1.048  0.060
67 H -2.819 -0.760 -3.842  0.082
68 H -3.765 -2.058 -3.073  0.067
69 H -2.444 -2.440 -4.196  0.083
70 H -1.024 -3.059 -0.710  0.115
71 H -2.554 -3.578 -1.402  0.116
72 H -0.713 -3.704 -3.553  0.136
73 H 1.252 -3.983 -2.234  0.070
74 H 0.391 -4.864 -0.960  0.078
75 H 0.656 -5.646 -2.525  0.071
76 C -11.442 -0.670 -3.224  -0.066
77 C -11.133 0.265 -2.076  -0.212
78 O -11.094 -0.427 -0.815  0.032
79 C -9.963 -1.093 -0.576  -0.615
80 O -8.996 -1.129 -1.289  0.125
81 O -10.074 -1.695 0.609  0.003
82 C -8.909 -2.432 1.002  -0.030
83 H -12.372 -1.207 -3.036  0.080
84 H -11.553 -0.097 -4.145  0.079
85 H -10.639 -1.392 -3.363  0.077
86 H -11.921 1.004 -1.947  0.120
87 H -10.186 0.782 -2.226  0.123
88 H -8.025 -1.800 0.971  0.092
89 H -8.763 -3.288 0.346  0.099
90 H -9.105 -2.763 2.017  0.092
91 C 7.520 -1.971 8.260  -0.066
92 C 7.370 -2.240 6.779  -0.211
93 O 7.091 -1.039 6.042  0.038
94 C 8.145 -0.270 5.781  -0.615
95 O 9.288 -0.502 6.082  0.117
96 O 7.720 0.795 5.105  0.006
97 C 8.742 1.730 4.753  -0.037
98 H 6.635 -1.463 8.644  0.081
99 H 7.637 -2.914 8.796  0.078
100 H 8.395 -1.352 8.456  0.075
101 H 6.510 -2.876 6.580  0.124
102 H 8.260 -2.713 6.365  0.122
103 H 9.555 1.232 4.230  0.095
104 H 9.129 2.223 5.644  0.096
105 H 8.259 2.452 4.102  0.094

---

(2)
Density functional theory data (the ωB97M-V functional and the def2-TZVPD basis) for a molecular structure, C2H3N5O in a non-equilibrium geometry.

Output
Energy above the lowest of the compared OMol25 structures with the same formula, charge and spin in kJ/mol: 782.1
Multiplicity: 1
Kohn-Sham gap in eV: 9.47
F_max in eV/A: 7.83
Energy in Eh: -426.75972
HOMO level in eV: -9.646

Last column: Löwdin charge in e.
Element x y z (Å)
1 C -0.495 -0.382 -0.013  -0.458
2 C 0.098 1.039 0.116  -0.036
3 H -3.374 -0.436 -0.608  0.249
4 H -0.517 2.004 0.839  0.204
5 H 3.040 -0.013 -0.076  0.139
6 N -1.583 -0.830 -0.165  0.028
7 N 1.452 1.142 0.036  0.032
8 N 2.064 -0.097 -0.448  -0.054
9 N 1.525 -1.245 0.040  -0.030
10 N 0.326 -1.448 0.351  0.088
11 O -2.536 0.268 -0.073  -0.159

---

(3)
Density functional theory data (the ωB97M-V functional and the def2-TZVPD basis) for C4H3N3O in the gas phase in a non-equilibrium geometry.

Output
Energy above the lowest of the compared OMol25 structures with the same formula, charge and spin in kJ/mol: 484.0
Multiplicity: 1
Kohn-Sham gap in eV: 8.62
F_max in eV/A: 16.03
Energy in Eh: -393.53507
SMILES: C=N/N=C(\C#N)C=O
HOMO level in eV: -10.308

Last column: Löwdin charge in e.
Element x y z (Å)
1 C 1.138 -2.325 0.469  -0.006
2 C -0.251 0.620 -0.227  -0.331
3 C -0.692 2.047 0.377  -0.199
4 C -0.767 0.586 -1.466  -0.108
5 H 1.850 -2.114 1.420  0.120
6 H 0.797 -3.423 0.313  0.095
7 H -0.207 2.176 1.438  0.147
8 N 0.385 -1.454 -0.136  -0.062
9 N 0.400 -0.214 0.389  0.042
10 N -1.505 1.125 -2.415  0.193
11 O -1.149 2.976 -0.161  0.110

---

(4)
Density functional theory data (the ωB97M-V functional and the def2-TZVPD basis) for 2 unconnected molecules or ions with the total composition C9H14 in a non-equilibrium geometry.

Output
Energy above the lowest of the compared OMol25 structures with the same formula, charge and spin in kJ/mol: 36.9
Multiplicity: 1
Kohn-Sham gap in eV: 10.01
F_max in eV/A: 1.19
Energy in Eh: -351.31612
SMILES: Cc1ccccc1.CC
HOMO level in eV: -9.005

Last column: Löwdin charge in e.
Element x y z (Å)
1 C 2.727 0.345 -0.251  -0.055
2 C -0.894 2.201 1.193  -0.087
3 C 0.278 2.243 1.942  -0.090
4 C -0.786 1.733 -0.116  -0.106
5 C 1.457 1.710 1.447  -0.057
6 C 0.387 1.209 -0.610  -0.073
7 C 1.530 1.113 0.194  -0.276
8 H -1.831 2.593 1.556  0.097
9 H 0.258 2.791 2.866  0.096
10 H -1.676 1.777 -0.736  0.103
11 H 2.316 1.803 2.070  0.100
12 H 0.515 0.924 -1.648  0.115
13 H 3.431 0.189 0.548  0.069
14 H 3.297 0.810 -1.060  0.083
15 H 2.468 -0.648 -0.625  0.078
16 C -2.251 -2.954 -1.224  -0.163
17 C -1.145 -2.239 -0.426  -0.157
18 H -3.124 -3.079 -0.588  0.058
19 H -2.520 -2.425 -2.132  0.056
20 H -1.890 -3.920 -1.576  0.057
21 H -0.200 -2.598 -0.831  0.059
22 H -1.123 -1.187 -0.637  0.027
23 H -1.222 -2.393 0.644  0.065

---

(5)
Density functional theory data (the ωB97M-V functional and the def2-TZVPD basis) for a molecular structure, C2H2ClIO2S in a non-equilibrium geometry.

Output
Energy above the lowest of the compared OMol25 structures with the same formula, charge and spin in kJ/mol: 177.3
Multiplicity: 1
Kohn-Sham gap in eV: 8.71
F_max in eV/A: 9.89
Energy in Eh: -1383.84574
HOMO level in eV: -9.658

Last column: Löwdin charge in e.
Element x y z (Å)
1 C 0.741 -1.576 -0.336  0.066
2 C 0.235 -0.112 -0.558  -0.915
3 O 0.026 2.327 0.713  -0.338
4 O -0.134 0.331 1.993  -0.316
5 S -0.346 0.975 0.793  0.167
6 Cl -2.338 0.789 0.319  0.367
7 I 0.303 0.969 -2.330  0.895
8 H 0.929 -1.999 -1.307  0.041
9 H 0.584 -1.705 0.713  0.034